Entry from the OMol25 dataset: C16H14F2N2O8S3 as an isolated structure in a non-equilibrium geometry (wB97M-V/def2-TZVPD).

```
45
Properties=species:S:1:pos:R:3:forces:R:3:nbo_charge:R:1
C 1.722 -3.290 1.754 -0.2223 -0.1748 -0.1444 0.00
C 0.875 -2.515 1.410 -0.0971 0.0485 0.4115 -0.08
C -0.193 -1.600 1.210 0.5360 -0.1011 -0.2394 0.20
N -1.415 -2.145 1.088 -0.1117 0.0021 -0.0544 -0.41
C -2.526 -1.433 0.859 -0.0271 0.1763 0.1497 0.10
C -2.486 -0.064 0.713 -0.0833 0.1204 0.0662 -0.05
C -3.783 0.631 0.453 -0.0748 -0.1567 -0.2461 -0.01
C -4.079 1.925 0.876 0.1283 -0.0080 0.1341 -0.20
C -5.313 2.496 0.610 -0.2722 0.1862 -0.0475 -0.19
C -6.293 1.799 -0.075 0.3143 -0.2122 0.0165 -0.18
C -6.011 0.504 -0.491 -0.3334 0.0259 -0.0657 -0.19
C -4.782 -0.070 -0.239 -0.0247 0.0305 0.0341 -0.22
C -1.210 0.550 0.826 -0.0122 -0.1071 -0.1274 0.01
C -1.142 2.062 0.672 0.0483 0.4220 0.1348 0.81
O -1.149 2.767 1.628 -0.1039 -0.1200 0.0961 -0.47
O -1.243 2.515 -0.594 0.1332 -0.2310 0.0500 -0.54
C 0.004 2.638 -1.322 0.2063 -0.3123 0.0050 -0.27
C -0.071 -0.216 1.087 -0.4275 0.0643 -0.1941 -0.32
S 1.596 0.470 1.268 1.6768 0.5855 1.0285 2.19
C 2.417 0.104 -0.236 0.0350 -0.0785 -0.3780 -0.92
O 2.233 -0.265 2.324 -0.5575 -0.4140 -0.2483 -0.91
O 1.510 1.887 1.488 -0.6886 -0.0973 -0.8024 -0.92
H 2.435 -4.016 2.074 0.1747 0.1078 -0.1410 0.26
H -1.478 -3.152 1.179 0.0036 -0.0032 0.0049 0.45
H -3.450 -1.985 0.814 0.0304 -0.0882 0.0569 0.24
H -3.371 2.506 1.442 0.0441 -0.0115 0.0607 0.24
H -5.523 3.503 0.947 0.1133 -0.0071 0.0549 0.23
H -7.255 2.245 -0.283 -0.0056 0.0267 0.0209 0.23
H -6.770 -0.065 -1.013 0.0650 -0.0179 -0.0414 0.22
H -4.632 -1.079 -0.600 0.1773 0.0364 -0.0634 0.21
H -0.112 3.450 -2.030 -0.0818 0.0477 0.0420 0.22
H 0.819 2.833 -0.627 -0.0388 0.2105 -0.0614 0.22
H 0.210 1.710 -1.861 -0.1002 0.0443 -0.0381 0.18
H 2.171 0.791 -1.041 -0.1857 0.0975 0.1521 0.25
H 3.481 0.216 -0.015 -0.0085 -0.0382 0.0502 0.33
H 2.261 -0.928 -0.555 0.0403 -0.0233 0.2026 0.28
N 6.410 -1.804 -0.841 -0.1133 0.0237 -0.6210 -1.22
S 5.285 -2.843 -1.229 0.1746 -0.4135 0.2613 2.52
O 5.412 -3.473 -2.501 0.0456 0.1483 -0.0021 -0.92
O 3.972 -2.447 -0.813 -0.4212 -0.0630 0.1771 -0.99
F 5.690 -3.979 -0.197 -0.0172 0.2839 -0.0111 -0.50
S 6.417 -0.438 -1.633 0.3818 0.2953 0.0413 2.52
O 7.614 0.284 -1.373 -0.0711 -0.1891 0.1723 -0.92
O 5.175 0.281 -1.588 -0.1436 -0.1231 -0.0622 -0.98
F 6.547 -0.877 -3.154 -0.1057 0.0071 0.1655 -0.50
```
Forces are in eV/Å.

## Properties
Spin multiplicity ... 1
LUMO energy ... -2.79 eV

=====

Entry from the OMol25 dataset: a 2-piece molecular cluster, C16H14F3NS2 overall in a non-equilibrium geometry (wB97M-V/def2-TZVPD).

```
36
Properties=species:S:1:pos:R:3:forces:R:3:nbo_charge:R:1
C 2.582 -2.888 -1.907 0.1655 0.0306 0.1609 -0.42
N 2.154 -1.591 -2.405 -0.6548 -0.0203 -0.4260 -0.46
C 3.208 -0.738 -2.921 0.2837 0.1784 0.3713 -0.42
C 0.827 -1.386 -2.753 1.2589 -0.8266 0.9050 -0.11
S -0.229 -2.680 -2.582 -0.5068 0.1964 -0.0680 -0.22
S 0.349 0.163 -3.211 -0.5264 0.7171 -0.0666 -0.28
H 1.856 -3.263 -1.174 0.2127 0.0417 -0.3108 0.23
H 2.707 -3.634 -2.707 -0.1125 0.1479 0.1947 0.20
H 3.542 -2.732 -1.405 -0.0775 -0.1321 -0.0879 0.19
H 2.876 0.306 -2.931 0.1045 -0.3111 -0.0906 0.23
H 4.057 -0.842 -2.234 -0.0265 0.1703 -0.2250 0.19
H 3.546 -1.029 -3.930 -0.2121 0.0429 0.2107 0.19
F -0.596 -1.603 4.599 0.4954 0.2505 -1.4290 -0.32
C -0.038 -1.306 3.370 -0.5963 0.1404 0.7431 0.40
C 1.203 -1.870 3.079 -0.1677 0.4284 -0.5152 -0.27
C 1.762 -1.504 1.854 0.8299 -0.4411 0.0738 0.40
F 2.983 -2.053 1.515 -1.4046 0.7222 0.3752 -0.32
C 1.164 -0.611 0.989 -0.5853 0.2501 -0.3261 -0.19
C -0.127 -0.049 1.280 0.6706 -1.1383 1.2278 -0.11
C -0.710 0.819 0.320 0.1714 0.1438 -0.5383 0.08
C -1.790 1.737 0.410 -0.7267 0.7834 0.0191 -0.14
C -2.216 2.403 -0.789 0.2349 -0.2687 0.3890 -0.10
C -3.270 3.307 -0.786 -0.1403 -0.0041 0.2682 -0.21
C -3.983 3.572 0.393 0.3991 -0.3216 -0.2778 -0.19
C -3.561 2.940 1.561 -0.2915 -0.1082 0.7784 0.38
F -4.288 3.171 2.711 0.9023 -0.1768 -1.0585 -0.32
C -2.469 2.084 1.617 -0.2993 0.0808 -0.2547 -0.21
C -0.729 -0.449 2.518 0.5232 -0.0180 -0.2139 -0.22
H 1.710 -2.535 3.770 -0.1229 0.0818 -0.1341 0.26
H 1.675 -0.332 0.074 -0.0656 -0.1384 -0.0650 0.26
H -0.235 0.768 -0.666 -0.0212 0.0616 0.0281 0.27
H -1.693 2.184 -1.716 -0.0564 -0.0933 0.0854 0.25
H -3.569 3.808 -1.707 0.1342 -0.2119 0.2410 0.24
H -4.843 4.243 0.397 0.2839 -0.2080 0.1092 0.25
H -2.139 1.698 2.576 -0.2178 0.2099 -0.1770 0.24
H -1.718 -0.107 2.791 0.1421 -0.2599 0.0834 0.24
```
Forces are in eV/Å.

## Properties
Spin multiplicity ... 1
LUMO energy ... -3.56 eV

=====

Entry from the OMol25 dataset: C16H14FNO3 in the gas phase (wB97M-V/def2-TZVPD).

```
35
Properties=species:S:1:pos:R:3:forces:R:3:nbo_charge:R:1
C 4.477 -0.339 2.859 0.0606 -0.0529 0.2471 -0.71
C 3.104 -0.714 3.374 0.2562 0.0823 -0.1760 0.69
O 2.892 -1.054 4.515 -0.0220 -0.0699 0.2683 -0.60
N 2.157 -0.618 2.391 0.1377 0.1587 -0.5079 -0.63
C 0.798 -0.863 2.450 -0.3522 -0.0644 -0.0245 0.21
C 0.168 -1.249 3.635 0.1032 -0.0318 0.2208 -0.26
C -1.191 -1.480 3.668 -0.0017 0.0560 -0.2318 -0.16
C -1.962 -1.333 2.522 -0.1253 -0.0282 0.0271 -0.25
C -1.358 -0.955 1.343 0.1008 0.0111 0.0356 -0.16
C 0.018 -0.717 1.280 -0.1556 -0.0756 0.2808 -0.18
C 0.619 -0.319 -0.003 0.3423 0.0470 -0.0948 0.79
O 1.796 -0.054 -0.180 -0.1345 -0.0221 -0.0473 -0.64
O -0.269 -0.279 -1.000 -0.2551 -0.0957 0.1237 -0.50
C 0.206 0.151 -2.276 0.3770 0.3432 -0.3021 -0.09
C -0.940 0.772 -3.020 0.0483 -0.0085 0.3075 -0.13
C -1.491 0.186 -4.151 -0.0011 0.1326 0.0818 -0.17
C -2.559 0.774 -4.806 -0.0723 -0.0465 -0.1435 -0.23
C -3.102 1.956 -4.333 0.0486 -0.0736 -0.0071 -0.19
C -2.574 2.558 -3.204 0.1551 0.0278 0.1999 -0.28
C -1.504 1.960 -2.567 -0.0995 -0.0639 -0.2449 0.42
F -0.985 2.555 -1.475 0.0147 -0.0904 -0.0560 -0.32
H 4.469 0.686 2.495 0.0243 0.0797 -0.0696 0.23
H 5.201 -0.432 3.662 -0.0297 -0.0082 0.0083 0.24
H 4.759 -0.995 2.039 0.0403 -0.0235 -0.0971 0.23
H 2.470 -0.325 1.464 -0.0273 -0.0731 0.2664 0.44
H 0.764 -1.362 4.525 0.0085 0.0036 -0.0147 0.26
H -1.656 -1.776 4.597 -0.0166 -0.0240 0.0880 0.22
H -3.026 -1.511 2.553 -0.0876 -0.0111 -0.0151 0.22
H -1.944 -0.835 0.446 -0.0345 -0.0006 -0.0300 0.23
H 0.602 -0.715 -2.818 -0.0461 0.1456 0.0694 0.20
H 1.019 0.872 -2.122 -0.1784 -0.2103 -0.0836 0.22
H -1.073 -0.739 -4.520 0.0561 -0.1124 -0.0173 0.22
H -2.972 0.305 -5.686 -0.0392 -0.0396 -0.0771 0.22
H -3.938 2.413 -4.841 -0.0735 0.0436 -0.0412 0.22
H -2.976 3.480 -2.813 -0.0215 0.0952 0.0570 0.23
```
Forces are in eV/Å.

## Properties
SMILES string ... CC(=O)Nc1ccccc1C(=O)OCc1ccccc1F
Spin multiplicity ... 1
LUMO energy ... 0.39 eV

=====

Entry from the OMol25 dataset: C16H14IrN3O3S as an isolated structure in a non-equilibrium geometry (wB97M-V/def2-TZVPD).

```
38
Properties=species:S:1:pos:R:3:forces:R:3:nbo_charge:R:1
Ir 0.038 0.902 -0.156 -0.8814 -0.8057 0.6915 1.19
C 3.780 -1.002 -0.551 0.0003 -0.0023 0.0120 -0.20
C 4.277 -0.941 0.739 -0.0003 -0.0042 -0.0088 -0.09
C 3.466 -0.474 1.767 -0.0199 0.0154 0.0025 -0.18
C 2.181 -0.074 1.475 0.0505 -0.0432 -0.0936 0.14
N 1.716 -0.122 0.193 -0.0491 0.0941 0.1644 -0.32
C 2.492 -0.561 -0.800 0.0016 -0.0207 -0.0250 0.09
C 1.129 0.265 2.440 -0.0271 -0.0045 0.0364 0.27
C 1.135 0.173 3.821 0.1168 -0.0329 -0.1178 -0.20
C -0.081 0.249 4.485 -0.0472 0.0078 0.1007 -0.10
C -1.274 0.292 3.773 -0.0598 -0.0079 -0.0365 -0.18
C -1.215 0.382 2.394 0.1348 0.0370 0.1061 0.19
N -0.022 0.495 1.796 0.2999 0.1245 -0.0398 -0.39
C -2.279 0.164 1.408 -0.1514 -0.0410 -0.0180 0.16
C -3.616 -0.018 1.684 0.0308 0.0084 -0.0331 -0.19
C -4.467 -0.385 0.648 -0.0231 0.0002 0.0071 -0.09
C -3.958 -0.560 -0.628 0.0021 -0.0047 -0.0093 -0.21
C -2.613 -0.335 -0.851 0.0122 0.0020 -0.0065 0.09
N -1.789 0.015 0.146 -0.0512 0.1350 -0.2773 -0.45
H 4.380 -1.365 -1.372 -0.0069 0.0065 -0.0079 0.27
H 5.289 -1.261 0.951 0.0010 0.0026 0.0002 0.26
H 3.826 -0.434 2.785 0.0029 -0.0015 -0.0011 0.26
H 2.074 -0.532 -1.797 0.0014 -0.0088 -0.0122 0.25
H 2.055 0.007 4.363 -0.0041 0.0021 0.0103 0.26
H -0.106 0.193 5.565 0.0008 -0.0009 -0.0003 0.26
H -2.224 0.218 4.283 0.0010 -0.0052 0.0042 0.26
H -3.991 0.116 2.689 0.0029 -0.0027 0.0033 0.25
H -5.520 -0.539 0.842 0.0003 -0.0010 0.0036 0.26
H -4.593 -0.857 -1.451 0.0064 0.0027 -0.0068 0.27
H -2.167 -0.419 -1.833 -0.0141 -0.0014 -0.0069 0.25
C 0.728 4.110 -2.452 -0.1354 -0.0489 0.0017 -0.89
S 1.011 2.425 -2.081 0.4196 0.0936 -0.6497 2.34
O -0.356 1.720 -1.982 0.4308 -0.0732 0.1326 -0.92
O 1.883 1.827 -3.039 -0.3862 0.2709 0.5830 -0.86
O 1.443 2.307 -0.620 0.2984 0.2879 -0.5205 -0.89
H 0.028 4.112 -3.289 0.0339 0.0582 -0.0126 0.29
H 1.673 4.556 -2.752 0.0443 -0.0423 0.0371 0.29
H 0.306 4.603 -1.580 -0.0355 0.0040 -0.0128 0.27
```
Forces are in eV/Å.

## Properties
Spin multiplicity ... 1
Net charge ... +2
LUMO energy ... -7.77 eV

=====

Entry from the OMol25 dataset: C16H14N2O2S in the gas phase (wB97M-V/def2-TZVPD).

```
35
Properties=species:S:1:pos:R:3:forces:R:3:nbo_charge:R:1
C 6.356 1.226 -0.277 0.0735 0.1747 -0.0706 -0.25
O 5.820 0.024 0.218 -0.1407 -0.2659 0.1069 -0.49
C 4.472 -0.166 0.141 -0.1354 -0.0440 0.0020 0.29
C 3.562 0.745 -0.382 0.4500 -0.0659 0.0834 -0.31
C 2.210 0.450 -0.413 -0.2687 -0.0598 -0.0096 -0.17
C 1.742 -0.762 0.076 0.4039 0.3081 -0.1182 0.09
N 0.391 -1.127 0.067 -0.1260 -0.3971 0.1272 -0.59
C -0.682 -0.415 -0.382 0.0517 -0.0422 0.0981 0.66
O -0.615 0.712 -0.831 0.0963 0.0576 -0.0130 -0.60
C -1.952 -1.164 -0.272 -0.5455 -0.3904 -0.1040 -0.33
S -1.919 -2.905 -0.361 -0.4391 0.4207 -0.0741 0.43
C -3.615 -3.006 -0.152 0.4604 0.0445 0.0729 -0.38
C -4.184 -1.785 -0.026 0.0029 -0.0743 -0.0451 -0.26
C -3.248 -0.714 -0.103 0.6456 -0.7309 -0.0874 0.18
N -3.682 0.594 0.048 -0.0269 0.2772 0.0542 -0.36
C -4.678 0.955 0.921 -0.3821 0.1088 0.4035 -0.08
C -4.910 2.290 0.787 -0.1018 -0.1195 0.0764 -0.28
C -4.039 2.764 -0.221 0.0727 0.0056 -0.0948 -0.30
C -3.299 1.705 -0.653 0.1526 0.4563 -0.3894 -0.03
C 2.656 -1.677 0.602 -0.0294 0.1488 -0.0742 -0.21
C 4.000 -1.384 0.635 0.1318 0.1645 -0.0593 -0.24
H 6.153 1.347 -1.346 -0.0052 0.0061 0.0403 0.18
H 7.431 1.156 -0.121 -0.0723 0.0567 -0.0335 0.20
H 5.968 2.094 0.267 0.0026 -0.0279 -0.0308 0.18
H 3.889 1.696 -0.771 0.0595 0.0786 -0.0270 0.22
H 1.516 1.166 -0.819 -0.0046 0.0066 0.0022 0.25
H 0.212 -2.048 0.445 -0.0509 0.2597 0.0272 0.40
H -4.090 -3.967 -0.150 -0.1629 -0.1652 -0.0081 0.24
H -5.240 -1.627 0.094 -0.1737 0.0309 0.0018 0.24
H -5.111 0.242 1.594 -0.0290 -0.1432 0.0788 0.21
H -5.621 2.870 1.342 -0.1305 0.0420 0.1400 0.22
H -3.975 3.771 -0.583 0.0720 0.1571 -0.1133 0.22
H -2.533 1.651 -1.397 0.0963 -0.0733 -0.0653 0.24
H 2.305 -2.624 0.986 -0.0229 -0.1115 0.0522 0.21
H 4.711 -2.086 1.040 0.0755 -0.0931 0.0504 0.23
```
Forces are in eV/Å.

## Properties
SMILES string ... COc1ccc(NC(=O)c2sccc2-n2cccc2)cc1
Spin multiplicity ... 1
LUMO energy ... 0.28 eV

=====

Entry from the OMol25 dataset: C16H14N2O2S in the gas phase (wB97M-V/def2-TZVPD).

```
35
Properties=species:S:1:pos:R:3:forces:R:3:nbo_charge:R:1
C -0.771 -2.414 -1.802 0.2621 -0.2008 0.0185 -0.72
C 0.391 -1.560 -1.346 -0.0168 -0.2591 -0.1497 0.57
O 1.534 -1.966 -1.425 -0.0810 -0.1454 -0.1085 -0.56
C 0.059 -0.228 -0.834 0.2761 0.6956 0.1403 -0.25
C 0.981 0.542 -0.202 -0.4109 -0.4553 -0.3461 0.27
C 2.335 0.100 0.178 0.3414 0.0570 0.2009 0.01
C 2.510 -0.948 1.077 0.0008 0.1498 -0.0087 -0.19
C 3.781 -1.315 1.472 -0.0590 -0.0440 0.0582 -0.19
C 4.887 -0.643 0.977 0.0677 0.0119 -0.0398 -0.20
C 4.718 0.404 0.089 0.1211 0.0080 0.0157 -0.20
C 3.447 0.784 -0.302 -0.1952 -0.0285 0.0077 -0.22
N 0.679 1.828 0.170 0.1983 0.0556 0.1639 -0.62
C -0.421 2.532 -0.300 0.0595 0.0809 -0.0937 0.79
O -0.538 3.721 -0.111 -0.0427 0.3496 0.1386 -0.62
N -1.290 1.783 -1.018 -0.1659 -0.0689 -0.4753 -0.61
C -1.339 0.328 -0.995 0.0417 -0.0983 0.2410 -0.08
C -2.225 -0.148 0.127 -0.5361 -0.1936 -0.0949 -0.22
C -1.926 -0.250 1.451 0.0459 -0.0171 -0.2945 -0.25
C -3.021 -0.682 2.232 -0.1891 -0.0246 0.0650 -0.25
C -4.137 -0.898 1.493 -0.1327 0.0332 -0.3064 -0.41
S -3.879 -0.576 -0.174 0.4705 0.0775 0.4059 0.43
H -0.413 -3.424 -1.983 0.0236 0.0023 -0.0124 0.24
H -1.180 -2.021 -2.731 -0.1018 0.0512 -0.0910 0.23
H -1.560 -2.430 -1.054 -0.1417 0.0088 0.0322 0.23
H 1.645 -1.472 1.456 -0.0905 -0.0681 0.0115 0.22
H 3.911 -2.131 2.168 0.0069 -0.0665 0.0571 0.21
H 5.880 -0.938 1.283 0.0790 -0.0186 0.0269 0.22
H 5.578 0.930 -0.300 0.0664 0.0346 -0.0316 0.22
H 3.314 1.595 -1.004 -0.0093 0.0798 -0.0670 0.22
H 1.385 2.377 0.641 -0.1615 -0.0250 -0.0596 0.43
H -2.129 2.263 -1.309 0.1305 0.0795 0.1161 0.41
H -1.777 0.012 -1.948 0.1312 0.0242 0.1211 0.22
H -0.956 -0.028 1.858 0.2241 0.0366 0.0362 0.23
H -2.974 -0.826 3.297 -0.0330 -0.0381 0.1861 0.23
H -5.104 -1.227 1.819 -0.1796 -0.0842 0.1364 0.24
```
Forces are in eV/Å.

## Properties
SMILES string ... CC(=O)C1=C(c2ccccc2)NC(=O)N[C@@H]1c1cccs1
Spin multiplicity ... 1
LUMO energy ... 0.27 eV

=====

no.,E (Eh),molecular weight (u),gap between HOMO and LUMO (eV)
1,-2723.6724,496.491,6.06
2,-1768.7017,341.423,2.91
3,-998.4973,287.290,8.97
4,-1510.0901,520.590,8.10
5,-1276.2748,298.367,8.24
6,-1276.3168,298.367,8.94